(1)
Computed, not measured: Br2H2NOP in the gas phase, with ωB97M-V/def2-TZVPD.

Each line ends with the Mulliken charge.
Cartesian coordinates (Å):
N -0.316 -0.067 0.249  -0.497
P -1.764 0.015 -0.650  0.782
O -1.848 0.122 -2.104  -0.511
Br -2.874 -1.751 0.232  -0.148
Br -2.860 1.727 0.188  -0.171
H -0.181 0.793 0.719  0.262
H 0.325 -0.528 -0.364  0.283

The relative energy (zero: lowest compared OMol25 entry of this formula, charge and spin) comes out at 8.7 kcal/mol. As for the HOMO-LUMO gap: 10.66 eV. For the strongest force on any atom, the calculation gives 3.514 eV/Å. Its SMILES is NP(=O)(Br)Br. The LUMO energy comes out at -0.08 eV.

---

(2)
Computed, not measured: 2 unconnected molecules or ions with the total composition Br2H4OSi2, with ωB97M-V/def2-TZVPD.

Each line ends with the Mulliken charge.
Cartesian coordinates (Å):
Br -4.690 0.463 0.617  -0.236
Si -2.623 0.025 -0.137  0.592
Br -2.253 -2.111 0.453  -0.215
H -1.631 0.700 0.749  -0.043
H -2.771 0.066 -1.483  -0.097
O 1.851 0.461 -0.035  -0.318
Si 3.357 0.221 -0.058  0.427
H 4.422 1.006 0.443  -0.060
H 4.339 -0.830 -0.549  -0.049

The relative energy (zero: lowest compared OMol25 entry of this formula, charge and spin) comes out at 80.7 kcal/mol. As for the HOMO-LUMO gap: 9.63 eV. For the strongest force on any atom, the calculation gives 4.085 eV/Å. Its SMILES is Br[SiH2]Br.O=[SiH2]. The LUMO energy comes out at -0.61 eV.

---

(3)
Computed, not measured: Br2HOP in the gas phase, with ωB97M-V/def2-TZVPD.

Each line ends with the Mulliken charge.
Cartesian coordinates (Å):
O 0.516 -0.383 0.611  -0.553
P 4.663 1.183 0.309  0.189
Br 2.323 0.588 -0.195  0.067
Br 5.689 -0.644 0.016  -0.035
H 0.847 -1.384 0.707  0.332

The relative energy (zero: lowest compared OMol25 entry of this formula, charge and spin) comes out at 107.9 kcal/mol. As for the HOMO-LUMO gap (alpha / beta): 6.92 / 7.45 eV. For the strongest force on any atom, the calculation gives 3.326 eV/Å. The LUMO energy (alpha / beta) comes out at -2.01 / -1.96 eV.

---

(4)
Computed, not measured: a molecular structure, Br2HOPS, with ωB97M-V/def2-TZVPD.

Each line ends with the Mulliken charge.
Cartesian coordinates (Å):
O 0.207 0.010 1.274  -0.363
P -0.429 0.234 -0.167  0.562
S -1.172 1.988 -0.463  -0.195
Br -1.761 -1.521 -0.052  -0.067
Br 2.189 -0.144 -1.683  -0.296
H 0.965 -0.567 1.091  0.359

The relative energy (zero: lowest compared OMol25 entry of this formula, charge and spin) comes out at 43.3 kcal/mol. As for the HOMO-LUMO gap (alpha / beta): 6.80 / 6.48 eV. For the strongest force on any atom, the calculation gives 2.285 eV/Å. The LUMO energy (alpha / beta) comes out at -3.32 / -3.39 eV.

---

(5)
Computed, not measured: a molecular structure, Br2N2O6Pb, with ωB97M-V/def2-TZVPD.

Each line ends with the Mulliken charge.
Cartesian coordinates (Å):
Pb -0.142 -0.044 -0.388  1.015
Br 2.051 1.138 0.884  -0.611
Br -1.093 -2.279 1.268  -0.672
N -2.144 1.592 2.074  0.752
O -3.423 1.890 2.053  -0.639
O -1.567 1.132 3.050  -0.556
O -1.630 1.153 1.059  -0.455
N 1.901 -1.207 -2.667  0.946
O 2.208 -0.058 -3.055  -0.625
O 2.830 -1.940 -2.495  -0.565
O 1.009 -1.377 -1.782  -0.591

The relative energy (zero: lowest compared OMol25 entry of this formula, charge and spin) comes out at 19.2 kcal/mol. As for the HOMO-LUMO gap: 7.95 eV. For the strongest force on any atom, the calculation gives 7.388 eV/Å. The LUMO energy comes out at 5.64 eV. As for the net charge: -2.

---

(6)
Computed, not measured: a molecular structure, Br2NO2S, with ωB97M-V/def2-TZVPD.

Each line ends with the Mulliken charge.
Cartesian coordinates (Å):
N -0.171 0.142 -2.144  -0.383
O -1.305 -1.141 1.650  -0.458
O 0.361 0.449 2.406  -0.452
S -0.069 -0.442 1.378  0.563
Br 1.588 -0.173 -2.607  -0.211
Br -0.404 1.165 -0.684  -0.058

The relative energy (zero: lowest compared OMol25 entry of this formula, charge and spin) comes out at 32.9 kcal/mol. As for the HOMO-LUMO gap: 6.86 eV. For the strongest force on any atom, the calculation gives 2.108 eV/Å. The LUMO energy comes out at 3.59 eV. As for the net charge: -1.

---

(7)
Computed, not measured: 2 unconnected molecules or ions with the total composition Br2O, with ωB97M-V/def2-TZVPD.

Each line ends with the Mulliken charge.
Cartesian coordinates (Å):
O 0.019 0.604 0.705  -0.277
Br -0.971 0.038 -1.948  -0.105
Br 0.952 -0.642 1.242  0.382

As for the HOMO-LUMO gap (alpha / beta): 5.16 / 5.14 eV. For the strongest force on any atom, the calculation gives 3.029 eV/Å. The LUMO energy (alpha / beta) comes out at -4.43 / -4.44 eV.

---

(8)
Computed, not measured: 2 unconnected molecules or ions with the total composition Br2O2P, with ωB97M-V/def2-TZVPD.

Each line ends with the Löwdin spin population.
Cartesian coordinates (Å):
O 0.798 -1.601 1.433  0.175
O 1.352 -1.026 -1.008  0.165
P 0.360 -1.502 -0.020  0.442
Br -1.661 -0.517 -0.189  0.217
Br -0.850 4.646 -0.216  1.002

As for the HOMO-LUMO gap (alpha / beta): 6.21 / 4.04 eV. For the strongest force on any atom, the calculation gives 3.441 eV/Å. Its multiplicity is 3. The LUMO energy (alpha / beta) comes out at 3.18 / -1.36 eV. As for the net charge: -1.